Record 1
48
Properties=species:S:1:pos:R:3:forces:R:3:lowdin_charge:R:1 method="wB97M-V/def2-TZVPD" multiplicity=1 fmax_ha_per_bohr=0.0146 total_energy_ev=-33743.2866 smiles="CCOc1ccccc1NC(=O)Cn1c(=O)c2ccccc2n(CC)c1=O" e_above_lowest_kj_mol=7.8 e_lumo_ha=0.019
C 4.509057 3.120689 -0.024998 0.0 -0.4 -0.2 -0.06
C 4.904440 2.176621 -1.155075 0.2 0.5 0.1 -0.24
O 4.079141 1.029886 -1.211187 -0.2 -0.4 0.1 -0.05
C 4.183737 0.069385 -0.248488 -0.2 -0.2 0.1 -0.20
C 5.220927 -0.057562 0.662793 0.0 0.2 -0.2 -0.02
C 5.232356 -1.108314 1.567416 0.0 -0.1 0.0 -0.09
C 4.221702 -2.048746 1.560336 0.0 0.0 0.1 -0.09
C 3.180564 -1.936857 0.652511 0.1 0.1 -0.1 -0.03
C 3.136909 -0.875407 -0.237283 0.2 0.1 0.2 -0.16
N 2.120545 -0.713071 -1.186743 0.5 0.2 -0.5 0.16
C 0.775043 -0.805462 -1.059574 -0.1 -0.1 0.2 -0.43
O 0.037730 -0.545706 -1.986040 -0.1 0.0 -0.1 0.09
C 0.223908 -1.226759 0.302839 -0.1 0.1 0.0 -0.04
N -1.110059 -0.669087 0.426025 0.4 0.0 0.1 0.08
C -1.179521 0.709477 0.525227 -0.1 0.0 0.1 -0.37
O -0.169848 1.371484 0.651793 0.0 0.0 -0.1 0.11
C -2.534369 1.251968 0.480072 -0.3 0.2 -0.1 -0.05
C -2.712343 2.631342 0.579846 0.0 -0.2 0.0 0.00
C -3.972344 3.180672 0.512493 0.0 0.1 0.0 -0.08
C -5.065946 2.341982 0.336067 0.1 0.0 0.0 -0.07
C -4.907515 0.975651 0.230590 -0.1 -0.1 0.0 -0.02
C -3.634512 0.399789 0.304726 0.2 0.6 0.1 -0.13
N -3.430392 -0.962811 0.225349 0.0 -0.2 0.0 0.04
C -4.535058 -1.884660 0.002253 -0.2 -0.3 -0.2 -0.19
C -4.930404 -1.938250 -1.469410 0.0 0.0 0.2 -0.06
C -2.176706 -1.530468 0.256216 -0.2 0.0 0.2 -0.42
O -2.012495 -2.729924 0.181568 0.1 -0.2 -0.2 0.09
H 4.667663 2.654407 0.944382 0.0 0.0 0.1 0.07
H 5.101161 4.029855 -0.082100 0.1 0.1 0.0 0.08
H 3.455666 3.374524 -0.113295 -0.1 0.1 0.0 0.08
H 5.961764 1.892753 -1.082120 -0.1 0.0 -0.1 0.12
H 4.746318 2.663745 -2.121208 0.1 -0.1 0.1 0.13
H 6.029827 0.655471 0.679633 0.0 0.1 0.0 0.11
H 6.045420 -1.188456 2.272698 0.1 0.0 0.1 0.10
H 4.240721 -2.875265 2.253333 0.0 -0.1 0.1 0.10
H 2.409048 -2.688581 0.623448 -0.1 -0.1 0.0 0.11
H 2.417871 -0.229856 -2.027740 -0.2 -0.1 0.1 0.16
H 0.125209 -2.312777 0.359751 0.1 0.2 0.0 0.13
H 0.852247 -0.842120 1.108287 -0.1 -0.1 -0.1 0.13
H -1.831085 3.240761 0.708680 0.1 0.0 0.0 0.12
H -4.111789 4.247377 0.591027 0.0 0.1 0.0 0.10
H -6.059590 2.761019 0.276591 -0.1 0.0 0.0 0.11
H -5.782959 0.364763 0.088071 0.0 -0.1 0.0 0.10
H -5.375660 -1.594980 0.635590 0.1 0.0 0.0 0.12
H -4.183760 -2.869205 0.318522 -0.1 0.2 0.0 0.12
H -5.749697 -2.639061 -1.605104 -0.1 -0.1 -0.1 0.08
H -4.083095 -2.273175 -2.062167 0.1 0.0 -0.1 0.08
H -5.238869 -0.960027 -1.830824 0.0 0.1 -0.1 0.07



Record 2
51
Properties=species:S:1:pos:R:3:forces:R:3:lowdin_charge:R:1 method="wB97M-V/def2-TZVPD" multiplicity=1 fmax_ha_per_bohr=0.0314 total_energy_ev=-48669.7944 smiles="CCOc1ccc(CNC(=O)c2nnc(CS(=O)(=O)c3ccccc3)o2)cc1OC" e_above_lowest_kj_mol=150.4 e_lumo_ha=0.005
C -1.510747 -2.807855 1.812667 -0.4 0.2 0.0 -0.05
C -2.870252 -2.387612 2.363398 0.4 -0.5 0.3 -0.23
O -3.545757 -1.463287 1.526511 -0.2 0.5 0.0 -0.03
C -2.995076 -0.256266 1.218861 0.0 0.0 -0.2 -0.20
C -3.411206 0.280676 0.004718 0.1 -0.1 0.3 0.00
C -2.930452 1.488418 -0.464271 0.1 0.1 0.1 -0.05
C -2.010712 2.196844 0.289367 -0.1 0.1 0.0 -0.22
C -1.316719 3.416593 -0.263625 -0.1 -0.1 0.0 -0.11
N 0.034074 3.023704 -0.633331 0.2 0.3 0.3 0.09
C 0.344548 2.627679 -1.888930 0.0 0.2 0.3 -0.43
O -0.287325 2.893576 -2.883582 0.0 -0.1 -0.2 0.10
C 1.549690 1.749932 -1.893927 0.4 -0.6 -0.5 -0.22
N 2.058634 1.060690 -2.863702 -1.1 1.1 -0.4 0.15
N 2.961416 0.222451 -2.332314 1.1 -0.8 0.9 0.12
C 2.972639 0.431076 -1.050973 0.0 0.5 -1.0 -0.41
C 3.583562 -0.362267 0.009580 -1.0 -0.3 0.5 -0.08
S 2.091369 -1.118802 0.845859 0.4 -0.2 0.2 0.71
O 1.454806 -0.066863 1.595126 -0.1 0.2 -0.3 -0.30
O 2.530297 -2.277796 1.565629 0.1 -0.3 -0.2 -0.29
C 1.060571 -1.570548 -0.543032 0.4 0.2 0.5 -0.30
C -0.056454 -0.813267 -0.834812 -0.1 0.2 0.1 -0.06
C -0.788236 -1.105257 -1.974016 0.0 -0.1 0.0 -0.04
C -0.391137 -2.147010 -2.796405 0.0 0.0 0.0 -0.05
C 0.723174 -2.910714 -2.481131 0.1 0.0 0.1 -0.05
C 1.460657 -2.620883 -1.346215 0.0 -0.2 0.0 -0.05
O 2.109087 1.403760 -0.703324 0.0 0.2 -0.1 0.10
C -1.616356 1.693356 1.525050 -0.1 0.0 0.0 0.02
C -2.104731 0.490995 2.019432 0.0 -0.1 0.1 -0.20
O -1.773121 -0.001867 3.247319 -0.4 -0.1 -0.4 -0.10
C -0.710054 0.595294 3.956826 0.3 0.1 0.1 -0.07
H -0.794638 -1.991485 1.869654 0.1 0.1 0.0 0.06
H -1.124478 -3.640022 2.394134 0.1 -0.1 0.1 0.08
H -1.605337 -3.116389 0.772951 0.0 -0.1 -0.1 0.08
H -3.547352 -3.246646 2.384324 0.1 0.1 0.0 0.12
H -2.764444 -1.992505 3.377385 -0.1 -0.1 -0.2 0.11
H -4.115919 -0.296034 -0.573400 -0.1 -0.1 -0.1 0.13
H -3.252814 1.866959 -1.421793 0.0 0.0 -0.1 0.12
H -1.257443 4.219791 0.475216 -0.1 0.0 -0.1 0.13
H -1.810970 3.778816 -1.165552 0.0 0.0 0.1 0.12
H 0.589409 2.655358 0.127228 0.0 0.0 -0.2 0.13
H 4.081879 0.235520 0.766927 0.0 0.0 0.1 0.12
H 4.220876 -1.146642 -0.379802 0.0 -0.1 -0.1 0.12
H -0.345197 -0.014044 -0.170424 -0.1 0.2 0.1 0.10
H -1.655820 -0.512070 -2.214640 -0.1 0.0 0.0 0.11
H -0.954089 -2.365551 -3.690657 0.0 0.0 -0.1 0.11
H 1.023347 -3.723364 -3.123971 0.0 -0.1 -0.1 0.11
H 2.331377 -3.194702 -1.071954 0.1 -0.1 -0.1 0.12
H -0.911773 2.259353 2.114299 0.1 0.0 0.1 0.12
H -0.960213 1.613637 4.271374 0.0 0.0 0.0 0.10
H -0.569758 -0.025915 4.840055 0.0 0.1 0.0 0.10
H 0.207996 0.595429 3.362787 -0.1 0.0 0.1 0.07



Record 3
53
Properties=species:S:1:pos:R:3:forces:R:3:lowdin_charge:R:1 method="wB97M-V/def2-TZVPD" multiplicity=2 fmax_ha_per_bohr=0.0137 total_energy_ev=-319773.4388 e_lumo_ha="-0.024 / -0.068"
Ru -0.951056 -0.514689 0.839373 -0.1 -0.6 0.3 0.55
C -3.786806 0.991603 -0.533693 0.0 0.0 0.0 -0.08
C -2.529807 1.159025 -1.343280 -0.2 0.0 0.0 -0.35
C -2.541094 2.105471 -2.366556 -0.1 0.0 0.0 -0.02
C -1.470384 2.223591 -3.216769 0.1 -0.1 0.0 -0.04
C -0.435979 1.304512 -3.087124 -0.2 0.0 0.0 -0.18
C -0.468621 0.413394 -2.036706 0.0 -0.2 -0.2 -0.47
N -1.466386 0.372416 -1.130601 0.3 0.4 0.1 -0.06
Sb 1.132036 -0.993903 -2.018223 0.1 0.0 0.1 1.55
C 0.058836 -2.634164 -1.107479 0.0 0.2 -0.2 -0.42
C 0.286578 -3.926658 -1.541132 -0.1 0.0 0.0 -0.11
C -0.601931 -4.930499 -1.170648 0.0 0.1 0.0 -0.05
C -1.731304 -4.572980 -0.465052 0.0 0.0 0.0 -0.02
C -1.909960 -3.254520 -0.048380 0.0 -0.1 0.0 -0.36
C -3.202350 -2.870144 0.609127 0.0 0.0 0.1 -0.07
N -0.973931 -2.326494 -0.298733 0.3 -0.2 -0.1 -0.11
C 1.933251 -0.291630 -0.193922 -0.1 -0.1 0.1 -0.45
C 3.283877 -0.008361 -0.269479 0.0 -0.1 0.0 -0.14
C 3.942657 0.445848 0.854542 0.1 0.0 0.0 -0.06
C 3.190579 0.623727 1.984454 0.0 0.0 0.0 -0.02
C 1.818711 0.357747 2.013567 0.1 -0.1 -0.1 -0.29
C 1.172940 0.636626 3.331910 0.0 0.0 0.0 -0.12
N 1.178526 -0.141907 0.918417 0.0 0.5 0.1 -0.04
H -4.620349 0.838383 -1.222356 0.0 0.0 0.0 0.09
H -3.998751 1.880569 0.059342 0.0 0.0 0.0 0.07
H -3.740157 0.143560 0.143501 0.0 0.0 0.0 0.03
H -3.408232 2.745776 -2.463239 0.0 0.0 0.0 0.12
H -1.436919 2.988049 -3.980957 0.0 0.0 0.0 0.12
H 0.401250 1.313671 -3.768145 0.0 0.0 0.0 0.06
H 1.136529 -4.137518 -2.176766 0.0 0.0 0.0 0.09
H -0.440440 -5.956546 -1.474978 0.0 0.0 0.0 0.11
H -2.495554 -5.300698 -0.225881 0.0 0.0 0.0 0.12
H -4.019259 -3.055962 -0.093028 0.0 0.0 0.0 0.10
H -3.240372 -1.823034 0.908551 0.1 0.0 0.0 0.03
H -3.373140 -3.461706 1.508465 0.0 0.0 0.0 0.08
H 3.804683 -0.147909 -1.207171 0.0 0.0 0.0 0.09
H 5.000834 0.671913 0.838836 0.0 0.0 0.0 0.12
H 3.645090 1.002201 2.887965 0.0 0.0 0.0 0.12
H 1.876260 1.181706 3.956949 0.0 0.0 0.0 0.09
H 0.895373 -0.285615 3.838592 0.0 0.0 0.0 -0.01
H 0.286573 1.247913 3.228825 0.0 0.1 0.0 -0.04
Se -0.739900 -2.014656 2.731537 -0.1 -0.1 -0.1 0.17
Se -1.706222 -1.158089 4.677376 0.0 0.1 0.1 0.02
Se -2.579499 0.893946 4.056521 0.0 -0.1 0.0 0.07
Se -1.745911 1.396412 1.968856 -0.1 0.4 0.0 0.21
C 4.130991 3.489968 -0.216186 0.0 0.1 0.0 -0.16
O 2.792572 3.329950 0.230202 0.0 0.0 0.1 -0.28
C 1.794595 3.204252 -0.679641 0.1 -0.1 -0.1 -1.35
S 2.161953 3.173804 -2.323568 0.1 0.0 0.0 0.54
S 0.269113 3.069918 0.017507 -0.1 0.1 0.0 0.52
H 4.735615 3.500849 0.690497 0.0 0.0 0.0 0.09
H 4.252473 4.426272 -0.760547 0.0 0.0 0.0 0.08
H 4.432422 2.674607 -0.874673 0.0 0.0 0.0 0.05



Record 4
53
Properties=species:S:1:pos:R:3:forces:R:3:lowdin_charge:R:1 method="wB97M-V/def2-TZVPD" multiplicity=1 fmax_ha_per_bohr=0.0335 total_energy_ev=-60439.6437 smiles="CCOC(=O)c1sc(NC(=O)CSc2nnnn2-c2ccccc2)c(C(=O)OCC)c1C" e_above_lowest_kj_mol=16.8 e_lumo_ha=0.005
C -5.469233 -0.455965 0.602276 0.3 -0.1 -0.3 -0.06
C -4.971975 -0.755263 -0.805347 -0.5 -0.1 0.1 -0.21
O -3.548519 -0.773166 -0.872717 0.1 0.2 0.0 -0.07
C -2.933267 -1.889766 -0.439044 -0.1 -0.4 0.1 -0.51
O -3.521466 -2.848339 0.003003 -0.1 0.1 0.0 0.11
C -1.491468 -1.754397 -0.593960 0.6 0.2 -0.1 -0.34
S -0.903145 -0.367718 -1.472112 0.0 -0.6 0.3 1.22
C 0.712662 -0.880103 -1.194837 -0.4 0.0 0.0 -0.41
N 1.764720 -0.101617 -1.617197 0.2 -0.2 -0.2 0.11
C 1.565899 1.110480 -2.201439 0.3 -0.1 -0.2 -0.57
O 0.463048 1.494085 -2.530443 0.2 0.2 -0.2 0.00
C 2.803471 1.974194 -2.273937 -0.1 0.2 0.4 -0.31
S 2.597306 3.210887 -0.930078 0.3 0.0 -0.2 1.01
C 2.209108 2.078771 0.338068 -0.2 0.1 0.2 -0.61
N 2.960802 1.072245 0.732687 0.5 0.8 -0.5 0.04
N 2.245951 0.404109 1.621639 0.2 -0.9 0.4 0.00
N 1.106531 0.929798 1.793406 -1.2 0.1 0.7 0.09
N 1.022253 2.001253 1.002224 1.6 -0.3 -0.5 -0.03
C -0.143930 2.765246 0.860487 -0.9 0.3 0.0 -0.21
C -1.369624 2.116575 0.951031 0.2 0.0 0.0 -0.02
C -2.528458 2.842877 0.760258 0.0 0.0 0.0 -0.06
C -2.465757 4.200346 0.489317 0.0 0.0 0.0 -0.07
C -1.239773 4.840621 0.422831 0.0 0.0 0.0 -0.07
C -0.068943 4.128699 0.611725 0.1 -0.2 0.1 -0.04
C 0.802468 -2.055137 -0.465757 -0.1 0.2 -0.2 -0.10
C 2.051305 -2.693144 -0.027772 -0.1 -0.1 0.1 -0.42
O 2.118993 -3.661244 0.684666 0.1 0.1 0.0 0.12
O 3.150572 -2.078018 -0.528028 -0.2 0.2 -0.1 -0.05
C 4.417993 -2.537055 -0.047996 0.5 -0.2 0.3 -0.20
C 4.759880 -1.894078 1.286945 -0.2 -0.1 -0.3 -0.07
C -0.486502 -2.562577 -0.122084 -0.3 0.2 -0.1 -0.21
C -0.702928 -3.802513 0.664240 -0.2 -0.2 0.2 -0.01
H -5.164489 -1.250329 1.278896 0.0 0.0 0.1 0.08
H -5.059729 0.486617 0.957676 0.0 0.1 0.0 0.06
H -6.553629 -0.392818 0.598983 -0.1 0.0 0.0 0.08
H -5.275265 0.024226 -1.507323 0.0 -0.1 0.0 0.12
H -5.354544 -1.726537 -1.136716 0.0 0.2 0.0 0.12
H 2.682719 -0.433432 -1.328563 -0.2 0.2 -0.1 0.13
H 2.828308 2.558118 -3.191470 0.0 -0.1 0.0 0.09
H 3.730717 1.426063 -2.121186 0.0 0.0 -0.1 0.08
H -1.397177 1.058689 1.159387 0.0 -0.1 0.0 0.10
H -3.483159 2.343972 0.813443 -0.1 -0.1 0.0 0.09
H -3.374387 4.761675 0.333691 -0.1 0.1 0.0 0.11
H -1.189888 5.899973 0.223866 0.0 0.1 0.0 0.11
H 0.888475 4.625503 0.573857 0.0 0.1 0.0 0.08
H 4.385052 -3.627035 0.043759 0.0 0.2 -0.1 0.12
H 5.132101 -2.251808 -0.824291 -0.1 -0.1 0.1 0.12
H 4.686386 -0.812246 1.212816 0.1 0.1 0.0 0.05
H 4.062839 -2.232526 2.048667 0.0 0.0 0.1 0.08
H 5.768622 -2.172208 1.577782 0.1 0.0 0.1 0.08
H -0.221725 -3.708981 1.636056 0.0 -0.1 0.0 0.09
H -0.235092 -4.646113 0.160378 0.0 -0.1 0.0 0.10
H -1.764101 -3.990865 0.788230 0.0 0.0 0.0 0.07



Record 5
54
Properties=species:S:1:pos:R:3:forces:R:3:lowdin_charge:R:1 method="wB97M-V/def2-TZVPD" multiplicity=1 fmax_ha_per_bohr=0.0145 total_energy_ev=-83003.5487 e_above_lowest_kj_mol=18.9 e_lumo_ha=0.086 charge=-1
Ti -0.816554 -0.632388 0.333676 0.4 0.4 0.5 1.15
C -0.410236 2.635625 4.687559 0.0 0.0 0.0 -0.10
C -0.487557 3.172937 3.411665 0.0 0.0 0.0 -0.08
C -0.135235 2.407386 2.309961 0.0 0.0 0.0 -0.02
C 0.294048 1.095280 2.478654 -0.2 0.2 -0.1 -0.31
C 0.359689 0.553105 3.759420 0.0 0.0 0.0 -0.03
C 0.013303 1.324095 4.855984 0.0 0.0 0.0 -0.09
N 0.608673 0.312064 1.334879 0.0 -0.5 0.0 -0.06
C 1.918593 -0.174341 1.244970 0.0 -0.1 0.0 -0.26
C 3.020231 0.210957 1.995464 0.0 0.1 -0.2 -0.03
C 4.257498 -0.380568 1.741212 0.0 0.0 0.0 -0.12
C 4.390318 -1.350891 0.760897 0.0 0.0 0.0 -0.12
C 3.285865 -1.762911 0.016738 0.0 0.1 0.0 -0.04
C 2.056030 -1.179897 0.274494 0.1 0.0 0.0 -0.25
N 0.836473 -1.497703 -0.314515 0.0 -0.3 0.0 -0.17
N 0.895675 -2.459375 -1.306396 -0.3 0.1 -0.1 0.05
C -0.310859 -2.636210 -1.759321 0.1 -0.2 0.0 -0.39
C -0.627404 -3.635253 -2.743743 0.0 0.1 -0.1 -0.03
C -1.903425 -3.799749 -3.151917 0.1 0.0 0.0 -0.10
C -2.944736 -2.990931 -2.594026 0.0 0.1 0.1 -0.09
C -2.620078 -2.071498 -1.655458 -0.2 0.0 0.0 -0.14
N -1.332289 -1.859294 -1.231054 0.1 0.2 0.2 -0.06
H -0.693503 3.230160 5.546960 0.0 0.0 0.0 0.09
H -0.832634 4.188916 3.266777 0.0 0.0 0.0 0.10
H -0.206508 2.806805 1.306015 0.0 0.0 0.0 0.12
H 0.670826 -0.476722 3.884129 0.0 0.0 0.0 0.12
H 0.055372 0.892201 5.848453 0.0 0.0 0.0 0.10
H 2.921301 0.974901 2.755073 0.0 0.0 0.0 0.11
H 5.118302 -0.070574 2.320935 0.0 0.0 0.0 0.09
H 5.356115 -1.804556 0.574348 0.0 0.0 0.0 0.09
H 3.363885 -2.532778 -0.736727 0.0 0.0 0.0 0.09
H 0.196491 -4.226986 -3.117698 0.0 0.0 0.0 0.10
H -2.153046 -4.551461 -3.890393 0.0 0.0 0.0 0.10
H -3.975268 -3.121360 -2.888764 0.0 0.0 0.0 0.09
H -3.370267 -1.456206 -1.170135 0.0 0.0 0.0 0.10
O -3.132661 0.647377 2.747530 -0.1 0.0 0.0 -0.26
S -3.062204 -0.110234 1.540565 0.4 0.0 -0.2 0.37
O -4.275906 -0.611131 0.966296 -0.1 0.0 0.1 -0.29
O -2.030711 -1.280231 1.680765 -0.1 -0.1 0.1 -0.39
O -2.252737 0.668664 0.449931 -0.3 0.1 -0.2 -0.41
C 2.218520 1.735450 -1.850167 0.0 0.0 0.0 -0.09
N 0.956859 1.134477 -2.230593 0.0 0.0 -0.1 -0.05
C -0.108617 1.797283 -2.731838 0.0 0.0 0.2 -0.87
S -0.104271 3.440835 -3.062127 0.0 0.1 -0.1 0.58
N -1.201022 1.012826 -2.925008 0.2 -0.1 0.1 -0.06
C -2.529097 1.529729 -3.176693 0.0 0.0 0.0 -0.12
H 3.035969 1.318488 -2.441111 0.0 0.0 0.0 0.08
H 2.417177 1.552648 -0.793651 0.0 0.0 0.0 0.07
H 2.156470 2.804117 -2.032810 0.0 0.0 0.0 0.03
H 0.876981 0.137034 -2.078028 0.0 0.0 0.0 0.10
H -1.165581 0.109925 -2.469614 -0.1 -0.1 -0.2 0.08
H -3.024652 1.829100 -2.249091 0.0 0.0 0.0 0.08
H -3.119378 0.754998 -3.664636 0.0 0.0 0.0 0.08
H -2.454233 2.395862 -3.827834 0.0 0.0 0.0 0.04